A cluster of 6 separate species, C24H31NO17S in total, computed with ωB97M-V/def2-TZVPD.

calculated total energy	-72515.0377	eV
highest occupied orbital energy	-0.339	hartree
HOMO-LUMO gap	7.57	eV
SMILES	CCCNC1=CC(=O)C=C(S)C1=O.O=C1OCCO1.O=C1OCCO1.O=C1OCCO1.O=C1OCCO1.O=C1OCCO1
LUMO level	-0.0609	Ha

Geometry (Å):
C  -0.629  -3.342  4.185
C  0.461  -4.342  3.461
C  1.998  -3.746  3.461
N  2.570  -3.541  2.049
C  2.060  -2.143  1.656
C  2.757  -0.899  2.176
C  2.068  0.532  1.713
O  2.249  1.573  2.566
C  1.173  0.694  0.335
C  0.497  -0.565  -0.164
S  -0.605  -0.523  -1.697
C  0.741  -1.999  0.661
O  -0.184  -2.945  0.467
H  -1.681  -3.890  4.096
H  -0.743  -2.293  3.658
H  -0.438  -3.184  5.344
H  0.494  -5.328  4.132
H  0.080  -4.689  2.408
H  2.698  -4.513  4.045
H  1.976  -2.763  4.101
H  3.610  -3.514  2.204
H  3.699  -0.974  2.877
H  1.037  1.731  -0.228
H  -1.951  -0.844  -1.335
O  -2.375  -5.106  -6.856
C  -2.160  -4.434  -5.861
O  -2.702  -4.679  -4.632
C  -2.039  -3.831  -3.714
C  -1.538  -2.717  -4.575
O  -1.346  -3.338  -5.831
H  -2.729  -3.481  -2.941
H  -1.226  -4.390  -3.239
H  -2.272  -1.912  -4.686
H  -0.600  -2.294  -4.204
O  -3.613  0.498  -2.726
C  -3.632  0.907  -3.875
O  -2.876  0.394  -4.890
C  -3.348  0.977  -6.090
C  -3.986  2.247  -5.627
O  -4.414  1.936  -4.314
H  -2.523  1.156  -6.785
H  -4.065  0.294  -6.556
H  -3.276  3.079  -5.580
H  -4.835  2.538  -6.253
O  1.965  3.685  -2.068
C  2.180  4.357  -1.073
O  1.638  4.112  0.156
C  2.302  4.960  1.074
C  2.803  6.074  0.213
O  2.994  5.452  -1.044
H  1.611  5.309  1.847
H  3.114  4.400  1.549
H  2.068  6.879  0.101
H  3.740  6.497  0.583
O  4.265  7.988  1.690
C  3.601  8.944  1.323
O  4.046  10.234  1.313
C  3.078  10.997  0.618
C  1.832  10.187  0.765
O  2.316  8.861  0.871
H  2.981  11.994  1.058
H  3.391  11.098  -0.426
H  1.277  10.435  1.676
H  1.165  10.288  -0.096
O  -0.173  -7.439  5.551
C  -1.033  -7.651  4.712
O  -2.361  -7.387  4.884
C  -2.980  -7.556  3.623
C  -2.050  -8.479  2.904
O  -0.791  -8.184  3.479
H  -3.982  -7.980  3.736
H  -3.060  -6.579  3.134
H  -2.284  -9.533  3.086
H  -2.036  -8.299  1.826



A structure of composition C24H32AlBr14F18O2, computed with ωB97M-V/def2-TZVPD.

calculated total energy	-1065612.4655	eV
highest occupied orbital energy	-0.221	hartree
HOMO-LUMO gap	7.69	eV
total charge	-1
LUMO level	0.0614	Ha

Geometry (Å):
F  1.339  -4.726  -2.392
C  2.241  -3.626  -2.295
C  2.700  -3.445  -3.826
O  2.404  -2.133  -4.268
Al  0.840  -1.907  -3.380
C  -0.151  -0.107  -3.450
F  0.736  0.913  -3.134
F  -0.531  0.118  -4.751
C  -1.358  0.122  -2.481
F  -0.805  0.364  -1.277
F  -1.974  1.280  -2.853
C  -2.316  -1.080  -2.304
F  -2.437  -1.850  -3.395
F  -1.754  -1.872  -1.377
C  -3.747  -0.780  -1.787
F  -4.373  0.260  -2.362
F  -3.625  -0.468  -0.480
C  -4.742  -2.001  -1.844
F  -4.154  -3.186  -1.684
F  -5.565  -1.848  -0.788
C  -5.668  -2.033  -3.106
F  -5.082  -1.619  -4.230
F  -6.709  -1.223  -2.847
C  -6.230  -3.460  -3.409
F  -5.292  -4.219  -3.958
F  -6.712  -4.023  -2.302
C  -7.415  -3.449  -4.427
F  -8.519  -2.943  -3.922
F  -7.697  -4.739  -4.674
F  -7.108  -2.918  -5.586
O  1.647  -2.490  -1.819
H  3.078  -3.997  -1.687
H  2.101  -4.161  -4.424
H  3.751  -3.701  -4.044
H  -0.102  -3.095  -3.892
Br  0.696  -3.098  0.357
C  -0.065  -2.461  2.064
C  0.951  -2.372  3.169
Br  1.388  -4.126  3.890
H  -0.888  -3.130  2.303
H  -0.456  -1.470  1.835
H  0.552  -1.806  4.010
H  1.889  -1.927  2.851
Br  -5.777  5.262  -0.872
C  -4.462  4.600  -2.151
C  -3.568  3.558  -1.537
Br  -2.227  4.362  -0.377
H  -3.918  5.465  -2.517
H  -5.047  4.171  -2.963
H  -3.004  3.041  -2.305
H  -4.108  2.830  -0.938
Br  -2.522  7.553  -3.998
C  -0.591  7.342  -4.143
C  -0.038  6.494  -3.028
Br  0.063  7.487  -1.358
H  -0.168  8.342  -4.166
H  -0.429  6.860  -5.105
H  0.986  6.199  -3.248
H  -0.632  5.606  -2.829
Br  3.355  -2.945  1.202
C  5.018  -2.112  1.812
C  6.216  -2.649  1.073
Br  6.716  -4.420  1.719
H  5.079  -2.271  2.887
H  4.892  -1.049  1.611
H  7.092  -2.026  1.249
H  6.049  -2.738  0.003
Br  0.165  9.557  2.008
C  0.954  10.674  0.622
C  0.355  12.055  0.618
Br  -1.413  12.061  -0.199
H  0.823  10.149  -0.319
H  2.015  10.719  0.864
H  0.953  12.729  0.007
H  0.244  12.474  1.613
Br  3.157  -6.831  3.075
C  4.669  -7.128  4.263
C  4.465  -6.454  5.595
Br  4.767  -4.533  5.480
H  5.556  -6.777  3.741
H  4.727  -8.208  4.387
H  5.193  -6.812  6.321
H  3.463  -6.594  5.993
Br  2.412  -1.596  6.958
C  3.927  -1.907  8.138
C  3.732  -1.244  9.476
Br  4.038  0.677  9.376
H  4.812  -1.557  7.614
H  3.980  -2.988  8.251
H  4.462  -1.611  10.194
H  2.732  -1.384  9.876



A structure of composition C24H32BMgN10OS, computed with ωB97M-V/def2-TZVPD.

calculated total energy	-59302.3193	eV
highest occupied orbital energy (spin up / spin down)	-0.513 / -0.513	hartree
HOMO-LUMO gap (spin up / spin down)	8.65 / 3.74	eV
total charge	+2
spin multiplicity	2
LUMO level (spin up / spin down)	-0.1951 / -0.3754	Ha
expectation value of S²	0.754

Geometry (Å):
Mg  0.568  -0.467  -0.786
C  1.127  0.279  3.373
C  0.618  0.747  2.174
N  0.913  -0.102  1.169
N  1.632  -1.115  1.720
C  1.761  -0.904  3.036
B  2.199  -2.336  0.865
N  0.975  -3.122  0.277
C  0.604  -4.415  0.284
C  -0.561  -4.564  -0.433
C  -0.858  -3.281  -0.877
N  0.056  -2.407  -0.459
N  3.027  -1.729  -0.359
C  4.310  -1.950  -0.667
C  4.624  -1.267  -1.829
C  3.443  -0.638  -2.188
N  2.465  -0.921  -1.314
N  3.142  -3.094  1.748
C  3.267  -4.382  2.190
C  4.373  -4.456  2.983
C  4.893  -3.149  2.983
N  4.163  -2.322  2.256
H  1.044  0.719  4.352
H  0.009  1.621  1.986
H  2.300  -1.606  3.650
H  1.174  -5.169  0.791
H  -1.109  -5.473  -0.608
H  -1.689  -2.948  -1.480
H  4.922  -2.573  -0.038
H  5.569  -1.257  -2.345
H  3.236  -0.032  -3.058
H  2.578  -5.164  1.934
H  4.752  -5.326  3.488
H  5.768  -2.774  3.494
C  -3.539  2.411  1.470
C  -3.795  3.029  0.105
N  -4.733  2.276  -0.719
C  -6.162  2.302  -0.331
C  -6.627  1.001  0.294
C  -4.429  1.605  -1.839
O  -5.246  1.075  -2.574
C  -2.985  1.461  -2.281
C  -2.678  1.742  -3.607
C  -1.410  1.465  -4.092
C  -0.495  0.873  -3.247
N  -0.782  0.571  -1.965
C  -2.011  0.877  -1.500
H  -2.794  2.992  2.019
H  -3.194  1.377  1.390
H  -4.446  2.401  2.075
H  -2.866  3.153  -0.453
H  -4.202  4.034  0.231
H  -6.743  2.529  -1.222
H  -6.280  3.136  0.362
H  -6.544  0.182  -0.418
H  -7.674  1.088  0.586
H  -6.051  0.753  1.187
H  -3.449  2.148  -4.250
H  -1.145  1.668  -5.121
H  0.489  0.594  -3.606
H  -2.226  0.595  -0.475
C  3.911  2.112  -0.033
S  2.193  2.397  -0.296
C  1.991  4.128  -0.037
H  4.213  2.578  0.908
H  4.454  2.576  -0.864
H  4.072  1.035  -0.026
H  2.544  4.650  -0.826
H  2.413  4.395  0.935
H  0.932  4.363  -0.090



A structure of composition C24H32CoN4O7S, computed with ωB97M-V/def2-TZVPD.

calculated total energy	-94152.0129	eV
highest occupied orbital energy	-0.435	hartree
HOMO-LUMO gap	7.43	eV
total charge	+1
LUMO level	-0.1618	Ha

Geometry (Å):
Co  0.817  0.023  0.137
C  -1.686  -2.306  1.115
C  -0.815  -1.146  1.486
C  -1.289  0.165  1.370
C  -2.708  0.439  0.957
C  -0.426  1.257  1.636
C  -0.879  2.659  1.361
C  0.875  1.028  2.106
C  1.724  2.217  2.477
C  1.364  -0.321  2.242
C  2.751  -0.534  2.786
C  0.523  -1.404  1.894
C  0.986  -2.830  1.944
H  -1.098  -3.098  0.662
H  -2.473  -2.022  0.424
H  -2.156  -2.722  2.010
H  -2.791  0.584  -0.123
H  -3.077  1.341  1.437
H  -3.364  -0.378  1.238
H  -1.208  3.139  2.286
H  -1.697  2.687  0.649
H  -0.067  3.252  0.951
H  1.899  2.864  1.618
H  2.688  1.935  2.880
H  1.210  2.811  3.233
H  3.153  -1.508  2.539
H  2.723  -0.443  3.873
H  3.455  0.204  2.411
H  2.018  -2.937  2.251
H  0.872  -3.296  0.966
H  0.370  -3.390  2.650
O  0.331  1.837  -3.145
C  -0.028  1.061  -2.291
O  0.182  1.290  -1.010
C  -0.778  -0.185  -2.628
C  -1.723  -0.161  -3.633
C  -2.360  -1.340  -3.979
C  -2.013  -2.542  -3.405
C  -1.041  -2.560  -2.420
C  -0.439  -1.376  -1.950
O  0.432  -1.384  -0.980
N  -0.648  -3.882  -1.923
O  0.295  -3.937  -1.156
O  -1.313  -4.830  -2.257
N  -3.400  -1.317  -5.015
O  -3.734  -0.233  -5.431
O  -3.842  -2.380  -5.378
H  -1.959  0.761  -4.147
H  -2.476  -3.464  -3.727
C  3.035  -2.215  -2.032
N  2.787  -0.929  -2.678
C  2.097  -1.029  -3.967
C  2.953  0.226  -2.049
S  2.950  0.274  -0.288
N  3.159  1.353  -2.703
C  3.691  1.405  -4.062
C  2.963  2.673  -2.101
H  3.475  -2.873  -2.780
H  2.099  -2.645  -1.664
H  3.736  -2.092  -1.211
H  1.343  -1.812  -3.867
H  2.779  -1.305  -4.770
H  1.594  -0.093  -4.200
H  4.158  0.461  -4.323
H  4.449  2.187  -4.082
H  2.908  1.654  -4.777
H  2.172  2.633  -1.358
H  2.653  3.344  -2.898
H  3.896  3.022  -1.659



A structure of composition C24H32N2O4S, computed with ωB97M-V/def2-TZVPD.

calculated total energy	-47388.1471	eV
highest occupied orbital energy	-0.277	hartree
HOMO-LUMO gap	7.87	eV
LUMO level	0.0128	Ha

Geometry (Å):
C  1.103  2.942  3.520
C  1.107  2.844  1.912
H  1.709  3.735  1.428
H  -0.034  2.930  1.567
O  1.526  1.478  1.233
C  0.661  0.421  1.569
C  1.448  -0.778  1.103
C  1.037  -2.009  1.291
C  -0.446  -2.407  1.034
C  -0.596  -2.965  -0.313
O  0.204  -3.730  -0.678
H  0.063  -4.583  -0.201
H  -1.651  -3.457  -0.499
H  -0.477  -2.019  -0.982
H  -0.658  -3.266  1.683
H  -1.141  -1.639  1.466
H  1.244  -2.227  2.548
H  1.675  -2.837  1.049
H  2.646  -0.409  1.291
C  1.622  -0.448  -0.479
C  0.384  0.130  -1.272
C  -0.671  0.764  -0.303
O  -0.558  0.790  0.976
C  -1.751  1.397  -0.986
O  -1.479  2.042  -2.486
N  -2.821  1.418  -0.582
C  -3.372  0.386  0.508
H  -2.515  0.291  1.020
C  -4.381  -0.557  0.066
N  -5.383  0.055  -0.667
C  -6.379  -0.771  -1.227
H  -6.791  -1.455  -0.437
H  -5.945  -1.562  -1.879
H  -7.248  -0.491  -1.665
C  -4.965  0.844  -1.834
C  -3.961  2.201  -1.263
H  -3.561  2.591  -2.293
H  -4.558  2.669  -0.351
H  -5.806  1.418  -2.315
H  -4.499  0.433  -2.487
H  -4.611  -1.199  0.940
H  -3.855  -1.108  -0.475
H  -4.057  1.161  1.222
H  0.318  0.056  -2.230
C  2.760  0.390  -1.017
C  2.990  1.554  -1.358
S  4.479  2.198  -1.577
C  5.291  0.659  -1.144
C  6.547  0.633  -1.258
C  6.804  -0.655  -0.736
C  6.032  -1.658  -0.502
C  4.679  -1.401  -0.532
C  4.394  -0.112  -0.943
H  4.010  -2.299  -0.130
H  6.472  -2.758  -0.057
H  8.032  -0.855  -0.547
H  7.206  1.248  -1.487
H  1.890  2.240  -1.448
H  1.820  -1.392  -1.017
H  0.621  0.298  2.869
H  0.804  3.859  3.672
H  0.460  2.196  4.005
H  2.127  2.778  3.686



A structure of composition C24H32N3O2PRhS3SbSe4, computed with ωB97M-V/def2-TZVPD.

calculated total energy	-346702.4123	eV
highest occupied orbital energy (spin up / spin down)	-0.063 / -0.063	hartree
HOMO-LUMO gap (spin up / spin down)	5.03 / 5.03	eV
total charge	-2
LUMO level (spin up / spin down)	0.1220 / 0.1220	Ha

Geometry (Å):
Rh  0.333  0.320  0.087
Se  -5.150  2.123  3.319
Sb  -2.856  2.910  3.354
Se  -1.485  1.659  1.056
Se  0.681  2.023  1.804
Se  -2.779  5.288  2.990
N  2.554  1.004  -0.906
C  2.891  -0.061  -1.841
C  2.652  -1.417  -1.193
O  3.213  -2.416  -1.639
O  1.847  -1.374  -0.200
H  2.508  1.906  -1.366
H  3.224  1.064  -0.149
H  3.913  -0.021  -2.227
H  2.203  0.010  -2.689
S  2.442  4.100  -6.373
C  1.807  3.638  -4.888
S  0.532  2.488  -4.748
C  0.651  2.485  -3.007
N  1.553  3.314  -2.575
N  2.164  3.985  -3.635
C  3.176  4.914  -3.246
C  3.850  4.703  -2.048
C  4.860  5.570  -1.666
C  5.197  6.656  -2.464
C  4.480  6.889  -3.627
C  3.463  6.030  -4.019
S  -0.423  1.492  -2.084
H  3.561  3.882  -1.409
H  5.382  5.394  -0.734
H  5.998  7.322  -2.169
H  4.704  7.752  -4.241
H  2.891  6.232  -4.909
C  -3.048  -1.212  2.417
C  -1.604  -1.593  2.783
C  -1.631  -2.939  3.521
C  -1.041  -0.551  3.769
P  -0.478  -1.599  1.255
C  0.919  -2.559  1.961
C  1.174  -3.913  1.783
C  2.253  -4.521  2.412
C  3.090  -3.785  3.236
C  2.856  -2.426  3.403
C  1.787  -1.820  2.764
C  -1.330  -2.608  -0.104
C  -0.297  -2.953  -1.192
C  -2.380  -1.706  -0.777
C  -2.026  -3.893  0.362
H  -3.596  -0.948  3.323
H  -3.574  -2.036  1.934
H  -3.104  -0.343  1.769
H  -2.252  -2.807  4.412
H  -0.639  -3.249  3.845
H  -2.066  -3.743  2.930
H  -1.845  -0.215  4.428
H  -0.629  0.326  3.282
H  -0.251  -0.989  4.383
H  0.553  -4.512  1.136
H  2.446  -5.573  2.240
H  3.928  -4.261  3.730
H  3.522  -1.829  4.013
H  1.640  -0.749  2.855
H  0.020  -2.056  -1.722
H  -0.784  -3.615  -1.916
H  0.606  -3.431  -0.822
H  -1.965  -0.730  -1.034
H  -3.261  -1.543  -0.162
H  -2.692  -2.181  -1.712
H  -1.388  -4.549  0.948
H  -2.344  -4.445  -0.528
H  -2.915  -3.680  0.952